Entry 1:
C9H10BrF5O11S3 | the ωB97M-V functional and the def2-TZVPD basis

Results
E_HOMO   -9.7 eV
Gap between HOMO and LUMO   10.23 eV

XYZ file:
```
39
C9H10BrF5O11S3, DFT the ωB97M-V functional and the def2-TZVPD basis
O 0.428 -2.283 -0.150
C 0.639 -1.753 -1.181
O 1.868 -1.502 -1.682
C 1.759 -0.794 -2.900
C 2.972 0.162 -3.013
F 4.024 -0.486 -2.503
F 2.838 1.287 -2.313
C 3.347 0.560 -4.492
F 2.385 0.167 -5.346
F 3.487 1.879 -4.602
F 4.481 -0.037 -4.864
C 0.280 -0.278 -2.845
S 0.011 1.265 -1.952
Br -0.573 -0.296 -4.564
O -0.307 -1.333 -2.074
H 1.845 -1.488 -3.743
H -0.972 0.802 -1.170
O -2.891 0.214 -0.850
S -4.183 0.464 -0.309
O -5.335 0.326 -1.119
O -4.132 1.894 0.388
C -4.479 1.797 1.783
C -4.021 0.402 2.168
O -4.385 -0.384 1.015
H -5.557 1.919 1.888
H -3.954 2.584 2.315
H -4.551 -0.003 3.026
H -2.944 0.339 2.327
O -0.806 0.105 3.436
S 0.538 0.498 3.682
O 0.812 1.780 4.223
O 1.371 0.260 2.351
C 2.492 -0.608 2.585
C 2.015 -1.498 3.717
O 1.283 -0.593 4.566
H 3.355 -0.006 2.871
H 2.693 -1.152 1.666
H 2.824 -1.926 4.302
H 1.344 -2.282 3.364
```

---

Entry 2:
C12H33Cl2FeN3O3 | the ωB97M-V functional and the def2-TZVPD basis

Results
E_HOMO (alpha / beta)   -2.4 / -10.2 eV
Gap between HOMO and LUMO (alpha / beta)   2.64 / 4.34 eV
2S+1   9

XYZ file:
```
54
C12H33Cl2FeN3O3, DFT the ωB97M-V functional and the def2-TZVPD basis
Fe 1.512 0.945 -0.582
Cl 3.621 2.287 -0.351
Cl 0.535 2.252 -2.275
C -1.476 -2.388 -0.675
C -0.994 -1.073 -1.282
C -2.170 -0.242 -1.721
O -2.859 -0.948 -2.720
C -4.201 -0.636 -2.811
N -0.298 -0.356 -0.123
H -2.071 -2.388 0.238
H -0.654 -3.105 -0.568
H -2.099 -2.901 -1.419
H -0.346 -1.312 -2.128
H -2.002 0.791 -2.047
H -2.871 -0.112 -0.874
H -4.638 -1.029 -3.727
H -4.446 0.433 -2.741
H -4.821 -1.077 -2.008
H -0.142 -1.084 0.572
H -1.090 0.143 0.306
C 0.842 2.353 3.284
C 0.046 1.693 2.166
C -1.412 2.066 2.342
O -2.109 1.662 1.184
C -3.451 2.105 1.167
N 0.579 2.203 0.853
H 1.919 2.226 3.195
H 0.488 2.053 4.282
H 0.603 3.422 3.321
H 0.177 0.618 2.239
H -1.452 3.158 2.414
H -1.811 1.562 3.228
H -4.099 1.416 1.712
H -3.853 2.229 0.160
H -3.482 3.127 1.562
H -0.198 2.647 0.338
H 1.074 3.079 1.100
C 3.105 -2.774 -2.150
C 2.337 -1.740 -1.328
C 2.954 -1.677 0.062
O 2.321 -0.626 0.801
C 2.705 -0.633 2.184
N 2.394 -0.379 -1.915
H 3.978 -2.337 -2.643
H 2.514 -3.098 -3.010
H 3.433 -3.632 -1.558
H 1.342 -2.154 -1.202
H 4.044 -1.621 -0.012
H 2.754 -2.645 0.540
H 3.085 -1.599 2.516
H 1.847 -0.346 2.782
H 3.507 0.089 2.372
H 3.404 -0.250 -2.186
H 1.926 -0.395 -2.863
```

---

Entry 3:
C6H6O2 | the ωB97M-V functional and the def2-TZVPD basis

Results
E_HOMO   -8.8 eV
Gap between HOMO and LUMO   8.56 eV
Energy relative to the best compared isomer or geometry (same formula, charge and spin)   470.1 kJ/mol

XYZ file:
```
14
C6H6O2, DFT the ωB97M-V functional and the def2-TZVPD basis
C -2.765 -1.109 0.250
C -1.708 -0.449 -0.288
C -0.393 -0.035 -0.360
C 0.563 -1.018 -0.279
C 2.121 -0.729 0.114
C -0.264 1.388 -0.070
O 0.884 1.813 -0.051
O -1.245 2.159 -0.026
H -3.934 -1.207 0.223
H 0.124 -1.931 -0.542
H 2.909 0.192 -0.304
H 2.077 -0.540 1.344
H 2.690 -1.727 -0.054
H -1.058 3.192 0.043
```

---

Entry 4:
C6H9NS | the ωB97M-V functional and the def2-TZVPD basis

Results
E_HOMO   -8.5 eV
Gap between HOMO and LUMO   7.87 eV
Energy relative to the best compared isomer or geometry (same formula, charge and spin)   816.2 kJ/mol

XYZ file:
```
17
C6H9NS, DFT the ωB97M-V functional and the def2-TZVPD basis
C -0.979 0.551 0.128
C 0.560 1.005 -0.325
C 1.073 -0.332 -0.692
C 1.959 -1.336 -0.211
C 0.472 -1.207 0.314
C -0.926 -1.080 0.012
H -2.771 3.204 1.859
H 1.296 1.641 0.384
H 0.224 1.805 -1.172
H 0.699 -0.960 -1.596
H 2.688 -1.247 0.649
H 2.039 -2.053 -0.893
H 0.458 -0.746 1.197
H -1.273 -1.628 -0.861
H -1.679 -1.509 0.776
N -2.052 1.159 0.197
S -1.789 2.731 0.233
```

---

Entry 5:
C4H7NO | the ωB97M-V functional and the def2-TZVPD basis

Results
E_HOMO   -9.9 eV
Gap between HOMO and LUMO   10.67 eV
Energy relative to the best compared isomer or geometry (same formula, charge and spin)   442.1 kJ/mol

XYZ file:
```
13
C4H7NO, DFT the ωB97M-V functional and the def2-TZVPD basis
C -1.764 0.847 0.452
C -0.813 -0.219 0.287
O -0.975 -1.393 0.666
N 0.384 0.345 -0.200
C 1.126 -0.259 -1.224
C 1.571 -0.447 0.263
H -1.493 1.822 0.006
H -1.692 1.007 1.744
H -2.977 0.838 0.251
H 1.761 0.168 -2.099
H 0.764 -1.225 -1.233
H 1.617 -1.635 0.627
H 2.491 0.152 0.461
```

---

Entry 6:
C8H33N14O9 | the ωB97M-V functional and the def2-TZVPD basis

Results
E_HOMO   -5.9 eV
Gap between HOMO and LUMO   7.61 eV
Net charge   -1

XYZ file:
```
64
C8H33N14O9, DFT the ωB97M-V functional and the def2-TZVPD basis
C -21.681 -8.913 8.672
O -21.365 -9.042 7.326
H -21.406 -7.922 9.085
H -22.748 -9.073 8.927
H -21.056 -9.607 9.273
C -24.083 -7.107 5.087
O -24.592 -6.370 4.242
N -22.791 -7.015 5.483
N -24.770 -8.165 5.605
H -22.395 -7.744 6.070
H -22.176 -6.259 5.264
H -24.310 -8.809 6.226
H -25.734 -8.292 5.376
C -25.894 -10.569 6.838
O -25.269 -11.398 6.186
N -25.272 -9.627 7.593
N -27.259 -10.554 6.847
H -25.785 -8.959 8.141
H -24.265 -9.646 7.646
H -27.742 -11.241 6.302
H -27.794 -9.968 7.460
C -19.846 -12.699 8.170
O -19.059 -13.572 8.527
N -21.162 -12.920 7.891
N -19.431 -11.418 7.933
H -21.611 -13.812 7.895
H -21.696 -12.141 7.548
H -18.449 -11.238 7.867
H -20.081 -10.665 7.735
C -18.724 -6.574 6.961
O -17.945 -5.640 7.093
N -18.719 -7.748 7.650
N -19.874 -6.549 6.198
H -19.591 -8.233 7.471
H -17.994 -7.920 8.326
H -20.545 -7.277 6.394
H -20.265 -5.628 6.087
C -18.180 -9.037 11.070
O -17.422 -9.194 10.125
N -19.202 -8.122 11.053
N -18.022 -9.697 12.251
H -19.444 -7.773 10.140
H -19.875 -8.250 11.786
H -18.498 -9.378 13.071
H -17.321 -10.411 12.265
C -21.570 -11.866 4.794
O -20.361 -11.782 4.631
N -22.310 -12.781 4.078
N -22.305 -11.100 5.638
H -23.304 -12.875 4.143
H -21.747 -13.367 3.491
H -21.861 -10.489 6.325
H -23.297 -11.001 5.505
C -25.250 -9.210 11.194
O -25.286 -8.163 10.566
N -24.376 -10.214 10.922
N -26.057 -9.450 12.277
H -23.766 -10.134 10.127
H -24.351 -11.049 11.474
H -26.784 -8.823 12.559
H -25.949 -10.299 12.798
O -24.615 -6.151 8.705
H -24.912 -6.806 8.071
H -24.748 -6.560 9.575
```

---

no.,calculated total energy (Eh)
1,-5444.469368
2,-3050.730951
3,-382.506689
4,-686.651961
5,-286.463260
6,-1768.701543